Below is C9H15O2P in the gas phase in a non-equilibrium geometry, with properties calculated with ωB97M-V with the def2-TZVPD basis set.

```
! wB97M-V def2-TZVPD RIJCOSX def2/J DEFGRID3
* xyz 0 1
C -0.93 -1.56 -2.17
C 0.19 -1.85 -1.28
C 1.40 -0.94 -1.48
C 1.25 0.21 -0.50
O 1.73 1.34 -0.66
C 0.36 -0.28 0.52
P -0.81 1.14 1.50
C 0.56 2.31 2.05
C -1.72 2.04 0.11
O -1.71 0.72 2.56
C 0.89 -1.45 1.28
C -0.16 -1.53 0.16
H -1.12 -0.42 -2.33
H -1.89 -1.91 -1.70
H -0.71 -1.92 -3.21
H 0.60 -2.93 -1.43
H 1.37 -0.55 -2.40
H 2.36 -1.27 -1.29
H 1.47 1.71 2.11
H 0.77 3.18 1.35
H 0.41 2.76 3.04
H -1.07 2.21 -0.75
H -2.49 1.29 -0.08
H -2.20 2.91 0.76
H 0.53 -1.67 2.32
H 2.03 -1.74 1.06
H -1.15 -1.81 0.48
*
```

## Properties
HOMO level, eV: -9.513
Energy relative to the best compared isomer or geometry (same formula, charge and spin), kJ/mol: 18.7
Structure (SMILES): C[C@H]1CC(=O)[C@]2(P(C)(C)=O)C[C@H]12

These are the Löwdin partial charges, in e, on atoms 1 to 5: number 1, C, carries -0.080; number 2, C, carries -0.350; number 3, C, carries -0.063; number 4, C, carries -0.361; number 5, O, carries 0.074